# 1
4
Properties=species:S:1:pos:R:3:forces:R:3:lowdin_charge:R:1 method="wB97M-V/def2-TZVPD" max_force_ev_per_a=1.06 charge=+1 gap_ev=9.835 homo_energy_ha=-0.5290 relative_energy_kcal_mol=11.2 lumo_ha=-0.1675 energy_ha=-676.16586
K 3.483946 0.345680 1.936100 -0.1 0.0 -0.1 0.994
H -1.060472 -0.588870 -1.287150 0.2 0.6 0.8 0.054
H -1.634221 0.290640 -0.137400 0.9 -0.4 -0.5 0.052
O -0.789252 -0.047450 -0.511550 -1.0 -0.2 -0.3 -0.099

***

# 2
115
Properties=species:S:1:pos:R:3:forces:R:3:lowdin_charge:R:1 method="wB97M-V/def2-TZVPD" max_force_ev_per_a=2.97 charge=-1 gap_ev=8.014 homo_energy_ha=-0.2056 lumo_ha=0.0889 energy_ha=-3348.27661
H 2.220729 -1.417367 1.505997 0.8 0.7 0.5 0.043
O 2.590475 0.858336 2.360511 1.2 -1.9 0.3 -0.101
C 1.741159 2.387864 3.942695 0.4 -0.1 0.5 -0.523
F 1.138269 1.460969 4.722147 -0.6 -0.7 -0.8 0.106
C 6.826940 -0.054093 -4.396290 0.4 2.0 1.6 -0.374
H -2.184050 -4.941368 -1.444253 -0.2 0.3 -0.5 0.084
H 1.782264 -1.985047 -0.073695 -0.3 0.1 -0.1 0.056
H 0.286939 0.220720 1.248273 0.0 0.2 -0.2 0.065
H -4.807922 0.614462 5.477609 0.3 0.0 1.0 0.105
O 6.005089 -0.796224 -5.157553 -1.8 0.4 0.0 0.049
H 5.588995 -1.467241 -1.000259 -1.1 -0.4 -0.2 0.044
C -5.673169 -1.750176 2.264040 -0.2 -1.4 -0.4 -0.534
F -3.495840 -0.838321 -3.603852 1.5 0.7 -0.5 0.120
C 6.642773 -1.532874 -1.067467 2.6 0.5 0.5 -0.064
H -4.623666 0.794416 -1.336224 0.1 -0.3 -0.3 0.107
C -1.641718 2.409099 0.597364 1.1 -0.3 0.7 -0.011
H 1.112247 3.379195 -2.369687 0.1 -0.2 0.0 0.089
H -0.415085 -2.628316 1.013793 -1.3 -0.8 -1.2 0.098
O 6.674592 -0.187480 -2.993438 -0.2 0.5 -0.9 -0.094
H -0.577305 2.364493 0.649470 0.7 1.1 -0.3 0.077
H 8.341827 -1.276800 -2.469621 -1.4 -0.8 -0.1 0.149
C 2.262009 -0.692196 -3.753226 0.4 1.1 -0.6 -0.383
C -6.814401 1.305649 4.985599 -2.4 -0.3 -0.7 -0.089
H 3.874103 -1.740470 -2.990949 0.4 -0.2 1.0 0.065
O -1.856153 -2.141466 -2.068226 0.0 -0.6 0.2 -0.086
N -0.345515 -0.502275 0.873755 -0.4 -1.0 1.5 0.099
H 2.775591 -2.764469 -3.797778 -0.3 -0.5 -0.3 0.072
C -2.555961 2.477587 -0.386545 1.6 0.3 -1.4 -0.044
C -0.013352 -2.078969 2.916485 0.4 2.9 -0.7 -0.196
F 2.889509 2.601948 4.667797 0.3 0.4 -0.8 0.084
O 1.834052 1.706226 -3.261051 0.0 -0.9 0.4 -0.173
H -3.771105 -4.532208 -0.849184 -0.9 -0.7 1.2 0.053
C 2.019836 2.105406 2.391662 -0.8 1.4 0.1 -0.525
C 1.593477 -2.102453 0.992771 0.0 -0.9 -0.2 -0.039
H -7.474071 0.456566 5.205138 0.7 -0.6 -0.2 0.074
H 1.170561 -0.825634 -3.911600 0.6 0.4 0.0 0.127
O 0.979682 2.204947 1.581759 0.3 -0.1 0.9 -0.195
H -1.930097 -3.106621 4.744581 -0.2 0.3 0.5 0.095
C 2.818543 -1.933424 -3.113608 -0.9 0.4 0.1 -0.056
H 0.547130 -1.293495 3.484423 0.1 -0.7 -0.2 0.143
H -2.288867 -2.713731 -0.114330 -0.7 -0.3 -0.8 0.118
H -7.084570 1.897296 5.848389 0.9 0.8 0.3 0.061
H 2.767043 0.328961 -5.456889 -0.6 1.4 -1.1 0.053
C 3.968732 0.778896 2.099190 0.0 -0.7 -2.4 -0.243
O -6.212449 0.524796 1.652271 0.0 -1.2 1.9 -0.225
H -0.587304 1.891543 2.933178 -0.5 0.2 0.1 0.058
F 1.001861 3.485230 4.058223 -0.3 0.8 0.1 0.132
F -6.207366 -2.042248 1.069355 -0.2 -0.3 -0.3 0.118
C -2.750015 -2.813600 -1.135166 0.4 1.1 0.2 -0.219
H -6.562510 2.656160 -1.630656 0.8 0.1 0.5 0.081
H -2.773494 -1.487591 4.627545 0.5 -0.6 -0.2 0.094
H 2.144174 -2.120610 -2.260573 1.0 -0.3 0.1 0.078
C -5.475350 2.759051 -1.415815 0.8 0.9 -2.5 -0.081
C 0.150820 -1.827025 1.387298 0.6 0.6 0.8 -0.360
H -2.435213 -0.250518 -1.444542 0.3 0.1 0.9 0.146
C -2.225701 -0.330261 -3.460183 1.2 0.2 -0.2 -0.477
C -4.895321 1.586677 -0.652860 -0.4 0.1 0.5 -0.164
H -1.770965 0.648848 3.454795 -0.2 0.9 -0.7 0.104
H 3.921701 2.034879 0.273026 0.1 -1.5 0.4 0.090
H -4.974850 2.828453 -2.459229 -0.8 -0.3 1.4 0.088
H 0.369267 -3.053840 3.063445 0.4 -1.3 0.7 0.108
H -7.174313 -0.595017 3.115887 0.1 0.2 0.2 0.142
H 3.768024 0.263405 -0.085618 0.3 0.1 0.3 0.051
H 4.248037 -0.196243 2.425312 0.2 -1.1 -0.1 0.098
H -7.358536 1.736959 4.110891 0.7 0.0 0.5 0.091
H 5.365265 1.093110 0.332955 -0.3 -0.7 0.2 0.063
H -5.591775 1.154493 0.087435 0.3 0.2 -0.2 0.082
H 2.834065 3.264387 -2.409350 0.7 0.1 0.2 0.078
H 2.819659 2.841518 2.198353 0.2 0.4 -0.1 0.144
O -1.361524 -1.927930 3.213206 -1.1 0.3 -0.7 -0.215
H 7.090287 -2.417055 -0.549230 -0.7 0.5 -0.4 0.090
F -4.354710 -2.070249 2.133196 -0.2 1.1 0.2 0.110
H 7.812084 -0.285788 -4.722689 1.3 -0.5 0.0 0.152
O -0.353888 -0.367178 -1.902923 -1.9 0.1 0.5 0.017
H -1.136338 -1.596248 5.214405 1.4 0.7 1.2 0.061
C 2.491451 0.532117 -2.806878 0.1 -0.4 -0.4 -0.207
C -1.691427 -0.732040 -2.080270 -0.3 -1.2 -0.9 -0.342
H 5.054889 -0.519060 -4.969868 0.4 -0.5 -0.3 0.093
C -5.386179 0.976769 4.658727 -0.5 0.3 -1.0 -0.257
C 1.948134 2.671370 -2.245668 -1.2 1.3 0.1 -0.119
H -3.585535 -4.270073 -2.474544 0.5 -0.1 -0.6 0.077
O -5.231933 -0.045836 3.701038 0.5 -0.7 0.5 -0.131
F -2.287754 1.028898 -3.557649 -0.4 -0.8 -0.2 0.114
F 7.063405 1.811078 -5.860261 0.8 -0.2 -0.8 0.142
N -2.254508 1.870658 1.712268 0.2 -0.2 -0.5 -0.050
H -2.192253 2.405899 3.669992 0.3 0.0 0.4 0.098
H 3.555439 0.810492 -2.615138 -0.2 -0.6 -0.5 0.129
F 7.669178 2.179048 -3.827165 0.0 -0.6 0.0 0.151
C 7.201137 -1.397202 -2.483484 0.6 1.2 1.4 -0.248
C -6.180054 -0.360163 2.688848 0.4 1.7 -2.0 -0.472
H -4.197925 0.982134 1.861511 -0.9 -0.1 0.8 0.123
H -2.437322 2.687488 -1.442345 0.0 0.2 0.3 0.135
C 6.796809 1.511583 -4.592886 -1.8 0.7 -0.3 -0.519
H 2.095503 0.278786 -1.821206 -0.2 -0.2 0.0 0.092
H -1.254424 -0.341615 1.373714 1.0 -0.2 -0.7 0.087
C 4.290888 0.981475 0.560193 -0.7 2.1 0.7 -0.047
H 7.019040 -0.640100 -0.537639 -0.2 -0.4 0.1 0.075
C -3.479270 1.572601 1.351637 -0.8 -0.5 0.0 -0.020
H 2.836148 -1.344771 -5.654458 0.1 1.4 0.6 0.108
C -3.032681 -4.249919 -1.544041 0.9 0.7 0.1 -0.066
H -4.897689 1.861830 4.250591 0.1 0.4 0.2 0.105
H 4.623884 1.381339 2.674924 0.2 1.4 0.8 0.098
F 5.570981 2.121507 -4.410554 0.6 -1.0 0.6 0.105
H 1.930195 -3.141429 1.254060 -0.5 0.8 -0.1 0.099
H 6.800027 -2.163796 -3.077763 0.2 -1.5 -1.0 0.097
H -0.338771 -0.279584 -0.904155 0.7 -0.1 0.0 0.060
C -1.806389 -2.032864 4.543804 -1.4 -0.8 -1.3 -0.089
N 3.021657 -0.515666 -5.038830 0.2 -2.3 1.0 0.044
C -1.661658 1.691662 3.049201 0.1 -0.6 -0.1 0.032
F -1.359512 -0.746098 -4.449680 -1.7 0.2 0.7 0.120
H -5.229525 3.766486 -1.022203 -0.5 -0.7 0.4 0.078
N -3.671194 1.933821 0.091202 -2.3 -0.8 0.5 -0.036
F -6.138518 -2.687478 3.134755 -0.1 -0.1 0.2 0.095
H -3.758996 -2.355995 -1.149470 0.6 0.4 0.2 0.121
H 1.881413 2.328223 -1.189981 0.1 -0.3 -0.7 0.083

***

# 3
20
Properties=species:S:1:pos:R:3:forces:R:3:lowdin_charge:R:1 method="wB97M-V/def2-TZVPD" max_force_ev_per_a=3.07 gap_ev=10.317 homo_energy_ha=-0.3536 relative_energy_kcal_mol=57.2 lumo_ha=0.0255 smiles="CC(C)C=O.CC=O" energy_ha=-386.22908
H -0.043613 0.455934 1.485262 1.2 -1.3 0.5 0.076
C -1.189392 -1.120284 -0.984929 0.1 -0.5 0.0 -0.070
H -1.362212 1.320830 1.157477 0.4 -0.8 -0.2 0.104
H 1.995280 -1.262982 0.649411 0.1 0.1 -0.1 0.076
H 1.227420 -0.085370 -1.185656 0.0 0.3 0.5 0.059
C 0.585429 -0.383030 1.948612 -1.1 0.5 1.0 -0.311
O -2.552659 1.943873 -0.214270 1.0 -1.1 0.2 0.027
C 0.537716 0.745787 -1.355137 0.2 0.1 -0.6 -0.078
H -0.304237 -1.679218 -0.667032 -0.1 0.1 0.3 0.066
H -1.479664 0.729302 -1.971995 -0.1 0.1 0.5 0.125
C -0.918685 0.372974 -1.098351 -1.0 0.8 0.9 -0.364
H 2.631371 -0.884797 2.261896 -0.1 0.0 -0.1 0.086
C 1.990623 -0.524406 1.453905 0.1 -0.1 0.3 -0.057
H -1.439828 -1.532073 -1.968620 -0.1 0.1 0.2 0.083
H 0.818661 1.663035 -0.827484 0.2 -0.3 0.1 0.085
H -2.012716 -1.324929 -0.293692 0.1 -0.1 -0.2 0.086
H 0.674483 0.964105 -2.420509 -0.1 0.1 0.1 0.081
C -1.621829 1.204304 0.091381 -1.4 1.7 -2.2 -0.185
O 0.100587 -1.034939 2.858491 0.6 0.6 -1.1 0.035
H 2.363265 0.431885 1.081241 0.0 -0.2 -0.1 0.076

***

# 4
96
Properties=species:S:1:pos:R:3:forces:R:3:lowdin_charge:R:1 method="wB97M-V/def2-TZVPD" max_force_ev_per_a=11.77 charge=+2 gap_ev=3.035 homo_energy_ha=-0.5388 relative_energy_kcal_mol=272.6 lumo_ha=-0.4272 energy_ha=-2653.96880
O -2.453964 -12.493515 0.130779 -1.3 0.3 -0.8 0.058
C 1.400784 -11.506838 -0.181176 0.2 1.4 -0.2 -0.186
O -4.068163 -16.853942 1.215518 -0.1 -0.2 -1.6 0.040
H -2.674032 -19.808370 1.801906 -0.1 -0.2 -0.4 0.084
H 1.893372 -10.987595 0.642818 0.4 -0.3 0.0 0.124
C -0.632426 -14.639893 -3.896888 0.5 0.5 -0.5 -0.176
H -2.172313 -17.439821 1.387949 0.3 -0.5 -0.5 0.092
H -2.552120 -16.378683 -2.073163 -0.4 0.5 0.2 0.037
H 0.042133 -15.968800 -1.408584 0.0 -0.3 0.0 0.083
H -2.548550 -13.814266 -1.539456 -0.1 1.0 -0.1 0.088
H -1.063496 -15.307093 -4.643373 0.1 0.1 0.1 0.101
H 2.396212 -10.284350 -1.673004 0.0 -0.2 -0.2 0.090
H 0.218756 -9.631858 3.486981 0.1 -0.4 0.3 0.093
H -4.237222 -16.884009 -4.487948 -0.1 0.7 -0.7 0.143
O -4.762002 -14.993770 1.946316 0.2 0.5 -0.7 0.035
C 1.646505 -15.407058 -4.141849 0.6 2.1 -1.2 -0.523
H -4.343641 -16.660180 -2.012591 0.0 0.5 -0.1 0.105
H 1.738295 -18.302288 -5.418016 -1.9 -0.9 -4.4 0.170
O -1.327396 -13.266469 1.865184 0.2 -0.3 1.0 -0.008
C 1.387905 -10.607669 -1.433918 -0.9 -0.4 0.7 -0.026
H -3.250913 -17.846215 -2.593847 -0.1 -0.1 -0.5 0.085
C -3.433751 -16.767241 -2.602624 0.8 -0.2 0.5 -0.048
H -4.377487 -14.100294 3.752089 -0.5 -0.2 0.1 0.105
C -3.494721 -16.235566 -4.022120 -0.1 -0.9 0.4 -0.186
C -1.574071 -10.771009 2.991135 -0.1 0.4 1.7 -0.188
O 0.762688 -14.450303 -4.243186 0.5 0.3 0.0 0.102
H 2.430775 -22.828335 -1.649787 0.1 0.4 -0.2 0.106
H 2.082436 -18.146224 -4.597147 3.3 3.2 3.7 0.058
O -4.776302 -13.047719 -4.697147 0.6 -0.4 -0.2 0.005
C 2.221507 -13.740373 0.113336 0.0 0.9 1.6 -0.605
C 0.927125 -20.632505 -3.446240 0.4 -3.4 0.5 -0.543
H 0.463292 -11.205285 2.557150 0.4 0.3 0.3 0.061
O 1.069204 -16.565284 -3.704369 5.8 3.3 2.0 -0.052
H -5.704723 -13.329038 2.853437 -0.3 -0.6 -0.5 0.111
C 1.503054 -22.437664 -2.058396 -0.8 -1.5 0.5 -0.024
H -1.076799 -13.859087 -0.456512 0.1 0.2 -0.7 0.088
H -2.524169 -16.307334 -4.509713 -0.3 -0.7 0.0 0.083
H -6.687609 -12.542796 -5.485142 0.2 -0.2 0.7 0.101
H -3.040697 -17.944389 -0.138142 0.0 -0.5 0.0 0.097
H 0.906241 -11.167689 -2.235304 0.4 0.0 -0.3 0.067
C -3.761630 -15.875545 2.034248 -1.7 -0.1 1.2 -0.617
O -3.718518 -14.837091 -4.113398 0.6 -0.4 0.2 -0.014
O -5.891076 -15.037276 -4.548305 0.2 0.1 -0.8 0.174
H -1.636937 -11.570752 3.733461 0.3 0.0 0.0 0.124
C -5.616095 -12.477457 -5.687875 -1.7 -0.3 -1.5 -0.043
H -5.433819 -11.434653 -5.934057 0.7 0.0 0.8 0.099
H 0.757515 -9.725749 -1.314619 0.1 0.0 0.4 0.085
C -4.749515 -13.831684 2.757317 1.4 0.4 2.0 -0.013
H -1.129022 -17.260447 -1.024592 -0.3 -0.3 -0.4 0.139
H -4.332156 -19.570019 1.208001 -0.1 -0.2 0.3 0.091
O 1.806939 -13.836834 1.262975 -0.3 -0.6 -0.3 -0.005
O 0.005124 -21.225751 -3.915560 -0.5 0.8 -0.4 0.188
O 2.880126 -14.668596 -0.545754 0.4 -0.1 -0.8 0.018
H 0.606637 -19.552771 -5.712365 -0.6 -0.4 0.1 0.197
C 1.925577 -17.705971 -3.611994 5.2 8.5 6.2 -0.063
H 0.570399 -17.623820 -0.807809 0.2 -0.5 0.2 0.118
C -0.237330 -17.911318 -4.471292 -2.7 -4.1 -4.0 0.049
H -2.130375 -9.943691 3.429127 -0.2 0.0 -0.4 0.132
H -2.350887 -13.567736 -3.807111 0.3 0.8 -0.4 0.056
C 0.895353 -18.820472 -4.954685 -4.4 -2.3 -1.9 -0.134
H -1.026296 -12.737472 -3.045326 0.3 0.5 -0.4 0.075
C -0.140957 -10.313466 2.722151 -0.9 -0.6 -1.1 -0.039
Al 0.175089 -15.294990 3.253256 -0.5 0.5 -0.7 1.110
C -4.888040 -14.382561 -4.525463 -1.9 0.8 0.9 -0.582
H -0.643869 -15.097108 -2.907568 -0.4 0.1 0.0 0.095
H 0.051524 -17.235471 -3.663807 -2.4 -0.6 0.7 0.020
H 1.170013 -23.056039 -2.891673 0.3 0.2 -0.2 0.105
O 2.796109 -15.322845 -4.453797 -0.5 -0.5 0.4 0.236
H 3.678684 -16.538863 -0.550374 0.4 0.3 0.1 0.101
C -1.302174 -13.285682 -3.945485 -0.4 -1.1 1.1 -0.012
H -1.054500 -18.530956 -4.098800 -0.2 -0.4 -0.1 0.135
H -2.488784 -14.597679 0.002829 -0.6 0.4 0.3 0.086
O -0.437822 -16.356783 0.518812 0.5 -0.9 -1.1 -0.099
C -2.025529 -12.404876 1.374919 1.1 0.5 -0.6 -0.634
C -3.506721 -19.101699 1.743874 0.6 -0.9 -1.0 -0.030
C -2.157861 -13.700954 -0.536398 1.1 -1.7 1.0 -0.029
O 2.158146 -12.649893 -0.603240 -0.1 -0.4 -0.6 0.063
H -3.770980 -18.970352 2.790834 -0.1 0.8 -0.2 0.096
C -0.148443 -16.804086 -0.719849 0.2 1.8 1.4 -0.154
O 1.670439 -21.081790 -2.426745 0.3 1.4 -0.4 0.025
H 0.421713 -11.753735 0.230674 -0.1 -0.5 -0.5 0.098
O 1.469785 -19.470599 -3.837035 -1.7 -11.1 -3.4 -0.057
C 3.248642 -15.847257 0.166611 -1.3 -0.2 0.3 -0.008
C -3.077268 -17.883673 0.944348 -0.5 1.3 2.6 -0.175
H 1.494801 -18.492892 -2.994348 -0.2 3.7 1.9 0.087
H -4.009555 -13.062612 2.521662 -0.1 -0.2 -1.0 0.074
H -5.521952 -13.011637 -6.637517 0.3 -0.1 0.1 0.102
H 2.304742 -16.291062 0.509281 0.3 -0.2 0.3 0.066
H -1.127168 -12.770750 -4.883412 0.0 0.1 0.1 0.110
O -2.336669 -11.212739 1.862210 0.2 -0.4 -0.6 0.062
H 3.855821 -15.608473 1.036543 0.3 -0.1 -0.2 0.115
H 2.917917 -17.476155 -3.225436 0.1 0.9 0.1 0.165
H -0.140101 -9.735538 1.793999 0.0 0.0 0.0 0.088
H 0.726848 -22.569899 -1.299895 0.1 0.4 0.0 0.104
O -2.877939 -15.898840 2.855387 1.1 0.6 0.0 0.042
H -0.585987 -17.314231 -5.314836 -0.2 -0.1 0.1 0.129